# 1
A 2-piece molecular cluster, C4H11NO2 overall. Source: the Open Molecules 2025 dataset; level of theory: ωB97M-V with the def2-TZVPD basis set.

```
18
Properties=species:S:1:pos:R:3:forces:R:3
C -0.0458 -0.1895 -2.4736 0.698 -0.429 -0.828
C -0.7377 0.4849 -1.2463 1.488 -1.571 1.408
C 0.2475 1.3764 -0.3909 -3.017 -0.071 2.321
O 1.2006 2.0251 -0.6742 1.473 0.043 -1.374
N -0.3438 1.5596 0.8948 1.918 0.119 -0.805
C 0.3631 2.1100 2.0366 0.088 3.269 -3.575
H -0.5007 -1.1309 -2.9543 0.049 1.671 1.022
H -0.1070 0.6539 -3.1495 0.203 -0.331 -1.007
H 1.0742 -0.4502 -2.4683 -1.601 0.594 0.901
H -1.1420 -0.2970 -0.4879 0.319 1.390 -1.462
H -1.5021 1.2100 -1.5693 -0.001 -0.685 0.112
H -1.0013 0.9053 1.1318 -1.906 -1.808 0.447
H 0.8930 1.5198 2.6672 1.805 -2.733 1.305
H -0.3286 2.5854 2.6968 -0.538 1.000 0.075
H 1.0974 2.8086 1.4990 -0.980 -0.461 1.460
O 0.1467 -5.0713 1.2002 -1.304 -0.668 -2.902
H 0.3563 -5.8356 1.6853 0.599 -0.882 1.359
H 0.3300 -4.2645 1.6026 0.707 1.553 1.543
```
Forces are in eV/Å.

Calculated values
SMILES string   CCC(=O)NC.O
HOMO-LUMO gap   10.0 eV
E_tot   -9910.4456 eV
Relative energy (zero: lowest compared OMol25 entry of this formula, charge and spin)   41.4 kcal per mole

natural (NBO) atomic charge list, values in e, 6 entries: C -0.637; C -0.492; C 0.699; O -0.590; N -0.634; C -0.424

=====

# 2
The molecule C6H7B. Source: the Open Molecules 2025 dataset; level of theory: ωB97M-V with the def2-TZVPD basis set.

```
14
Properties=species:S:1:pos:R:3:forces:R:3
C 1.2011 -1.9916 2.5293 1.276 -0.128 1.077
C 0.8040 -1.4518 1.5206 0.442 -1.342 2.126
C 0.0768 -0.9362 0.4267 1.171 2.283 -2.369
B -0.7176 0.3669 0.5607 -1.175 1.923 1.484
C -1.2035 1.1516 -0.7026 2.075 -4.243 -3.709
C -0.0789 1.1661 -1.7396 -0.239 0.503 0.781
C 0.9067 1.2367 -2.4296 -1.805 -0.154 1.296
H 1.7270 -2.3899 3.4580 -1.221 0.777 -2.009
H -0.6824 -1.5982 0.0744 -0.444 -1.002 -0.620
H 0.7195 -0.5732 -0.4964 -0.776 -1.406 1.590
H -1.0961 1.0199 1.5519 0.634 -1.113 -0.271
H -1.9809 0.5798 -1.2835 0.074 0.506 0.927
H -1.4848 2.1024 -0.5566 -1.315 3.335 0.699
H 1.8090 1.3175 -2.9132 1.302 0.062 -1.003
```
Forces are in eV/Å.

Calculated values
SMILES string   C#CCBCC#C
HOMO-LUMO gap   10.0 eV
E_tot   -7006.6896 eV
Relative energy (zero: lowest compared OMol25 entry of this formula, charge and spin)   40.0 kcal per mole

natural (NBO) atomic charge list, values in e, 6 entries: C -0.244; C -0.007; C -0.895; B 0.716; C -0.822; C 0.017